Entry 1:
{
  "formula": "C26H58P4PtS",
  "method": "ωB97M-V/def2-TZVPD",
  "multiplicity": 5,
  "homo_energy_ev": [-17.4816, -19.5518],
  "e_tot_ha": -2906.77200,
  "charge": 4,
  "s2": 6.030,
  "symbols": ["Pt", "P", "P", "P", "H", "C", "C", "H", "C", "C", "C", "C", "C", "C", "C", "C", "C", "H", "H", "H", "H", "H", "H", "H", "H", "H", "H", "H", "H", "H", "H", "H", "H", "H", "H", "H", "H", "H", "H", "H", "H", "H", "H", "H", "H", "H", "C", "C", "C", "C", "C", "C", "S", "H", "H", "H", "H", "H", "H", "C", "C", "C", "P", "C", "C", "C", "C", "C", "C", "H", "H", "H", "H", "H", "H", "H", "H", "H", "H", "H", "H", "H", "H", "H", "H", "H", "H", "H", "H", "H"],
  "xyz": [[-0.7712, -0.1450, 0.2241], [-2.8008, 0.5211, 1.0435], [-0.5572, -2.3367, 0.9061], [-1.6136, -0.8468, -1.8155], [1.8003, 0.8476, -0.5224], [0.8270, 0.7028, -0.9952], [-0.2114, 1.6970, -0.7634], [0.0091, 2.5424, -0.1176], [-2.9370, 1.5529, 2.5799], [-4.1758, -0.6620, 1.4499], [-3.7307, 1.6722, -0.0753], [0.9462, -3.3137, 0.4031], [-0.5391, -2.7669, 2.7156], [-1.8318, -3.6135, 0.4506], [-1.7384, 0.3852, -3.1914], [-3.3037, -1.5824, -2.0060], [-0.6230, -2.1221, -2.7194], [0.9535, 0.3056, -2.0040], [-0.8379, 2.0024, -1.5968], [-2.2428, 2.3961, 2.5175], [-2.6803, 0.9524, 3.4557], [-3.9560, 1.9388, 2.7041], [-3.8504, -1.3128, 2.2679], [-4.3941, -1.2912, 0.5837], [-5.0930, -0.1409, 1.7525], [-3.1032, 2.5476, -0.2645], [-4.6840, 1.9922, 0.3630], [-3.9273, 1.1896, -1.0361], [0.9251, -4.3382, 0.7955], [1.8449, -2.8079, 0.7631], [1.0050, -3.3470, -0.6875], [-0.4639, -3.8513, 2.8570], [-1.4649, -2.4107, 3.1776], [0.3021, -2.2931, 3.2260], [-1.5853, -4.5819, 0.9008], [-1.8886, -3.7432, -0.6323], [-2.8127, -3.2919, 0.8115], [-2.0998, -0.1144, -4.0965], [-0.7608, 0.8284, -3.3955], [-2.4322, 1.1854, -2.9215], [-3.4557, -1.9352, -3.0322], [-4.0583, -0.8237, -1.7827], [-3.4446, -2.4162, -1.3173], [-1.0151, -2.2880, -3.7292], [-0.6346, -3.0702, -2.1777], [0.4124, -1.7774, -2.7814], [1.7152, -0.2792, -6.9685], [2.7538, -1.0528, -7.5024], [3.8286, -0.4330, -8.1372], [3.8827, 0.9567, -8.2479], [2.8471, 1.7257, -7.7154], [1.7679, 1.1172, -7.0788], [0.3153, -0.9919, -6.1471], [0.6958, -2.2746, -6.2848], [2.7231, -2.1358, -7.4225], [4.6275, -1.0449, -8.5469], [4.7221, 1.4347, -8.7433], [2.8757, 2.8089, -7.7942], [0.9659, 1.7236, -6.6671], [-0.1099, -0.5296, 5.1007], [0.3744, 0.7500, 4.4148], [1.6118, 1.2790, 5.1705], [0.4265, 0.6575, 2.5059], [0.3007, 2.6090, 2.3372], [-0.1161, 3.5402, 3.5245], [1.5393, 3.2889, 1.7240], [2.1809, -0.1397, 2.2206], [3.3677, 0.8478, 2.3585], [2.6350, -1.3878, 3.0388], [0.6353, -1.3433, 5.0826], [-1.0748, -0.8482, 4.6618], [-0.3172, -0.3269, 6.1741], [-0.4730, 1.4026, 4.6538], [2.0168, 2.2151, 4.7685], [1.3349, 1.4605, 6.2318], [2.4349, 0.5513, 5.1939], [-0.5314, 2.7917, 1.6830], [0.6465, 3.6624, 4.3051], [-0.2789, 4.5716, 3.1372], [-1.0736, 3.2897, 4.0137], [1.8787, 2.8248, 0.7835], [1.3131, 4.3465, 1.4692], [2.3686, 3.3184, 2.4642], [2.2257, -0.4520, 1.1645], [3.4568, 1.3153, 3.3496], [4.3381, 0.3384, 2.1715], [3.3785, 1.5986, 1.5654], [2.1859, -2.3390, 2.7754], [3.6911, -1.6374, 2.7997], [2.6064, -1.2458, 4.1251]],
  "forces_ev_per_angstrom": [[0.7, -0.5, -0.4], [-4.1, 1.4, 1.3], [-0.4, -4.2, 2.2], [-2.0, -1.4, -3.9], [-0.4, -0.3, 0.5], [-0.2, 3.2, -0.7], [2.1, 0.1, -1.2], [-0.1, -0.4, 0.2], [1.2, -0.2, -0.1], [1.0, -0.7, -0.3], [1.0, -0.3, -0.5], [0.3, 1.1, -0.7], [-0.1, 0.9, -0.2], [-0.2, 0.8, -0.4], [0.3, 0.3, 0.6], [0.1, 0.2, 0.7], [0.4, 0.1, 0.7], [-0.5, -0.4, 0.3], [-0.2, -0.4, 0.2], [-0.4, -0.1, 0.1], [0.0, 0.0, 0.0], [0.1, -0.3, -0.3], [-0.1, 0.0, 0.0], [-0.1, 0.0, 0.1], [0.4, 0.2, -0.1], [-0.2, 0.0, 0.0], [0.3, -0.3, 0.1], [-0.1, 0.1, 0.1], [-0.4, 0.3, 0.1], [0.0, -0.1, -0.1], [0.1, -0.1, 0.1], [0.0, 0.2, -0.3], [0.1, -0.1, 0.0], [-0.3, -0.1, -0.1], [0.1, 0.3, 0.0], [0.0, -0.1, 0.2], [0.1, -0.1, 0.0], [0.0, 0.0, 0.3], [-0.1, 0.0, -0.1], [0.0, -0.1, -0.1], [0.2, 0.1, 0.2], [0.0, -0.1, -0.1], [-0.1, 0.0, -0.1], [-0.1, 0.2, 0.3], [0.0, 0.1, -0.2], [0.0, -0.1, -0.1], [-1.4, -0.7, 0.8], [1.5, -0.4, -0.8], [-0.6, -1.4, 0.5], [0.2, 0.1, -0.1], [-1.4, 0.3, 0.8], [0.6, 1.6, -0.4], [1.5, 0.7, -1.0], [0.0, 0.0, 0.0], [0.1, 0.1, -0.1], [-0.1, 0.1, 0.1], [-0.1, 0.0, 0.0], [0.0, -0.2, 0.0], [0.1, 0.0, -0.1], [-0.2, -0.8, 0.2], [-0.5, -0.4, 0.8], [0.4, 0.2, 0.1], [2.2, 1.5, 4.3], [-0.3, 2.1, -0.1], [-0.2, -0.2, 0.9], [0.8, -0.1, -0.2], [1.6, -1.2, -0.8], [0.5, 1.0, -0.3], [0.1, -0.3, 0.2], [-0.5, 0.2, 0.0], [0.5, -0.1, 0.3], [0.2, 0.1, -0.6], [0.3, 0.4, -0.6], [-0.1, -0.2, 0.1], [0.0, -0.1, -0.7], [-0.3, 0.1, 0.0], [-0.2, -0.4, -0.7], [-0.2, -0.3, -0.3], [0.2, -0.8, -0.3], [0.5, -0.1, -0.2], [0.1, 0.1, 0.4], [-0.2, -0.6, 0.3], [-0.5, -0.1, -0.7], [-0.5, 0.1, 0.2], [-0.1, -0.1, -0.5], [-0.8, -0.3, 0.3], [-0.2, 0.1, 0.4], [-0.6, 0.1, 0.2], [-0.4, 0.8, 0.0], [-0.1, 0.0, -0.3]],
  "lowdin_charge": [0.61, 0.71, 0.69, 0.72, 0.07, -0.20, -0.25, 0.04, -0.21, -0.20, -0.21, -0.19, -0.23, -0.22, -0.23, -0.21, -0.23, 0.06, 0.05, 0.02, 0.05, 0.09, 0.05, 0.03, 0.09, 0.06, 0.09, 0.03, 0.09, 0.03, 0.04, 0.08, 0.05, -0.01, 0.08, 0.03, 0.05, 0.06, 0.04, 0.06, 0.08, 0.04, 0.03, 0.05, 0.03, 0.04, -0.53, -0.04, 0.02, 0.05, 0.01, -0.06, 0.99, -0.06, 0.13, 0.14, 0.15, 0.14, 0.12, -0.11, -0.51, -0.07, 1.16, -0.47, -0.08, -0.10, -0.45, -0.09, -0.09, 0.08, 0.06, 0.12, 0.08, 0.07, 0.12, 0.08, 0.04, 0.09, 0.12, 0.08, 0.06, 0.12, 0.10, 0.06, 0.08, 0.12, 0.06, 0.05, 0.12, 0.08]
}

Entry 2:
{
  "formula": "C45H65CsGe3O3SeSi",
  "method": "ωB97M-V/def2-TZVPD",
  "de_lowest_kcal_mol": 15.0,
  "homo_energy_ev": -1.4161,
  "e_tot_ha": -10921.41359,
  "charge": -2,
  "symbols": ["Cs", "C", "C", "C", "C", "O", "Ge", "O", "C", "C", "C", "C", "O", "C", "C", "C", "C", "H", "H", "H", "H", "H", "H", "H", "H", "H", "H", "H", "H", "H", "H", "H", "H", "H", "H", "H", "H", "H", "H", "H", "H", "H", "H", "H", "C", "C", "C", "C", "C", "C", "C", "C", "C", "C", "C", "C", "C", "C", "C", "H", "H", "H", "H", "H", "H", "H", "H", "H", "H", "C", "Ge", "C", "C", "Ge", "C", "C", "C", "C", "C", "C", "C", "C", "C", "C", "C", "C", "H", "H", "H", "H", "H", "H", "H", "H", "H", "H", "H", "H", "H", "H", "H", "H", "H", "H", "H", "C", "Si", "C", "C", "Se", "H", "H", "H", "H", "H", "H", "H", "H", "H"],
  "xyz": [[0.0174, -1.4016, 0.8874], [3.2617, -1.7777, 3.1186], [2.0569, -2.6376, 3.5188], [2.5378, -3.8987, 4.2346], [1.1359, -1.8361, 4.4515], [1.3658, -2.9543, 2.3261], [0.2594, -4.4636, 1.9821], [-1.3197, -3.4896, 2.3482], [-2.6115, -4.0533, 2.2380], [-3.5121, -3.2495, 3.1777], [-3.1141, -3.9163, 0.7985], [-2.6407, -5.5253, 2.6565], [0.1493, -4.0696, 0.1288], [1.0272, -4.6260, -0.8373], [2.4201, -4.0028, -0.7283], [0.4256, -4.2993, -2.2035], [1.1279, -6.1442, -0.6708], [3.8419, -1.5224, 4.0103], [2.9492, -0.8559, 2.6289], [3.8999, -2.3229, 2.4230], [3.1641, -3.6335, 5.0909], [3.1222, -4.5175, 3.5518], [1.6982, -4.4957, 4.5935], [1.6342, -1.6739, 5.4110], [0.2050, -2.3818, 4.6124], [0.8990, -0.8583, 4.0251], [-3.4903, -2.1953, 2.8986], [-3.1513, -3.3361, 4.2038], [-4.5469, -3.6009, 3.1355], [-3.2534, -2.8619, 0.5503], [-4.0726, -4.4255, 0.6615], [-2.3802, -4.3337, 0.1091], [-2.1880, -5.6470, 3.6418], [-2.0888, -6.1529, 1.9555], [-3.6736, -5.8825, 2.6951], [2.4091, -2.9378, -0.9701], [3.1065, -4.4938, -1.4239], [2.8017, -4.1156, 0.2872], [0.3669, -3.2189, -2.3463], [-0.5853, -4.7071, -2.2736], [1.0332, -4.7140, -3.0117], [1.6026, -6.4084, 0.2743], [1.7140, -6.5787, -1.4848], [0.1286, -6.5859, -0.6818], [-1.2507, 1.4822, 0.5034], [-0.8324, 2.4091, 1.2389], [-0.4456, 3.4342, 2.0623], [-1.3464, 4.5589, 2.2402], [-1.1940, 5.5127, 3.2658], [-2.0795, 6.5664, 3.4147], [-3.1624, 6.7228, 2.5591], [-3.3399, 5.7846, 1.5470], [-2.4568, 4.7342, 1.3877], [0.8776, 3.3628, 2.6928], [1.3815, 2.1380, 3.1498], [2.6252, 2.0373, 3.7450], [3.4189, 3.1646, 3.9090], [2.9481, 4.3866, 3.4491], [1.7044, 4.4846, 2.8491], [-0.3749, 5.4114, 3.9655], [-1.9218, 7.2733, 4.2234], [-3.8509, 7.5509, 2.6797], [-4.1754, 5.8699, 0.8601], [-2.6227, 4.0229, 0.5902], [0.7586, 1.2584, 3.0345], [2.9762, 1.0726, 4.0873], [4.3949, 3.0875, 4.3717], [3.5655, 5.2737, 3.5389], [1.3717, 5.4407, 2.4633], [-0.5110, 4.5567, -3.6200], [0.2043, 3.1636, -2.4010], [1.1454, 4.1016, -0.9645], [1.4987, 2.1116, -3.4293], [-1.5064, 1.7378, -1.3764], [-3.3117, 2.5589, -1.4486], [-4.2782, 2.1497, -0.5294], [-5.5584, 2.6817, -0.5465], [-5.9012, 3.6457, -1.4835], [-4.9535, 4.0672, -2.4035], [-3.6748, 3.5238, -2.3843], [-1.8339, 0.1462, -2.5165], [-1.7275, 0.3483, -3.8941], [-2.1748, -0.5941, -4.8081], [-2.7499, -1.7744, -4.3630], [-2.8583, -2.0034, -3.0003], [-2.4009, -1.0540, -2.0968], [0.3294, 5.0414, -4.1209], [-1.0558, 5.3149, -3.0567], [-1.1725, 4.1488, -4.3849], [1.9237, 4.7270, -1.4067], [1.6229, 3.3823, -0.2999], [0.4682, 4.7216, -0.3781], [2.1265, 2.7885, -4.0135], [1.0230, 1.4047, -4.1086], [2.1514, 1.5640, -2.7457], [-4.0069, 1.4274, 0.2328], [-6.2881, 2.3525, 0.1845], [-6.8976, 4.0723, -1.4886], [-5.2040, 4.8258, -3.1364], [-2.9518, 3.8732, -3.1081], [-1.2907, 1.2687, -4.2680], [-2.0759, -0.4018, -5.8702], [-3.1019, -2.5140, -5.0723], [-3.2869, -2.9273, -2.6309], [-2.4940, -1.2929, -1.0462], [3.0991, -1.5338, -3.6836], [4.6034, -0.6667, -2.9080], [5.9011, -2.0395, -2.7030], [5.2652, 0.4487, -4.2996], [4.1808, 0.4370, -1.0526], [3.2821, -1.8012, -4.7293], [2.2242, -0.8821, -3.6441], [2.8538, -2.4478, -3.1419], [6.1212, -2.5367, -3.6528], [5.5368, -2.7877, -1.9959], [6.8274, -1.6270, -2.2991], [5.6829, -0.1329, -5.1273], [6.0363, 1.1165, -3.9113], [4.4566, 1.0714, -4.6903]],
  "forces_ev_per_angstrom": [[-0.6, 2.2, -1.3], [-0.1, -0.2, 0.2], [0.0, 0.1, -0.1], [0.1, 0.0, 0.1], [0.2, -0.1, 0.0], [0.6, -1.0, 0.7], [0.3, -0.7, 0.3], [0.0, -0.2, 0.0], [0.0, 0.2, 0.1], [0.0, 0.0, 0.0], [0.0, 0.0, 0.0], [-0.1, 0.0, 0.0], [0.0, -0.3, 0.1], [0.0, 0.1, 0.0], [0.0, -0.1, 0.0], [0.0, 0.0, 0.0], [0.0, 0.0, -0.1], [0.1, 0.1, -0.1], [0.0, 0.0, 0.0], [0.0, 0.0, 0.0], [0.0, 0.0, 0.0], [0.0, 0.0, 0.0], [0.0, 0.0, 0.0], [-0.1, 0.1, 0.0], [0.0, 0.0, 0.0], [0.0, 0.0, 0.0], [0.0, 0.0, 0.0], [0.0, 0.0, 0.0], [0.0, 0.0, 0.0], [0.0, 0.0, 0.0], [0.0, 0.0, 0.0], [0.0, 0.0, 0.0], [0.0, 0.0, 0.0], [0.0, 0.0, 0.0], [0.0, 0.0, 0.0], [0.0, 0.0, 0.1], [0.0, 0.0, 0.0], [0.0, 0.0, 0.0], [0.0, 0.0, 0.0], [0.0, 0.0, 0.0], [0.0, 0.0, 0.0], [0.0, 0.0, 0.0], [0.0, 0.0, 0.0], [0.0, 0.0, 0.0], [-0.2, 0.1, -0.1], [-0.1, -0.1, -0.1], [0.1, -0.1, 0.0], [-0.1, 0.0, 0.0], [0.0, 0.0, 0.0], [0.0, 0.0, 0.0], [0.0, 0.0, 0.0], [0.0, 0.0, 0.0], [0.0, 0.0, 0.1], [0.0, 0.0, 0.1], [-0.1, 0.0, -0.1], [0.1, 0.0, 0.0], [0.0, 0.0, 0.0], [0.0, 0.0, 0.0], [-0.1, 0.0, 0.0], [0.0, 0.0, 0.0], [0.0, 0.0, 0.0], [0.0, 0.0, 0.0], [0.0, 0.0, 0.0], [0.0, 0.0, 0.0], [0.0, 0.0, 0.0], [0.0, 0.0, 0.0], [0.0, 0.0, 0.0], [0.0, 0.0, 0.0], [0.0, 0.0, 0.0], [0.0, 0.0, 0.1], [0.1, 0.0, 0.0], [0.0, 0.0, -0.1], [0.0, 0.1, 0.0], [0.0, 0.2, 0.0], [0.0, 0.0, 0.0], [0.1, 0.0, 0.1], [0.0, 0.0, 0.1], [0.0, 0.0, 0.0], [0.0, 0.0, 0.0], [0.0, 0.0, 0.0], [0.0, 0.1, 0.0], [0.0, 0.0, 0.0], [0.0, 0.0, -0.1], [0.0, -0.1, 0.0], [0.1, 0.0, 0.0], [0.0, -0.1, 0.1], [0.0, 0.0, 0.0], [0.0, 0.0, 0.0], [0.0, 0.0, 0.0], [0.0, 0.0, 0.0], [0.0, 0.0, 0.0], [0.0, 0.0, 0.0], [0.0, 0.0, 0.0], [0.0, 0.0, 0.0], [0.0, 0.0, 0.0], [0.0, 0.0, 0.0], [0.0, 0.0, 0.0], [0.0, 0.0, 0.0], [0.0, 0.0, 0.0], [0.0, 0.0, 0.0], [0.0, 0.0, 0.0], [0.0, 0.0, 0.0], [0.0, 0.0, 0.0], [0.0, 0.0, 0.0], [-0.1, 0.2, 0.2], [0.0, 0.0, 0.0], [0.0, 0.0, -0.1], [-0.1, 0.1, 0.0], [0.0, 0.0, 0.1], [-0.1, -0.2, 0.0], [0.0, 0.0, 0.0], [0.0, 0.0, 0.0], [0.0, 0.0, 0.0], [0.0, 0.0, 0.0], [0.0, 0.0, 0.0], [0.0, 0.0, 0.0], [0.0, 0.0, 0.0], [0.0, 0.0, 0.0], [0.0, 0.0, 0.0]],
  "lowdin_charge": [1.15, -0.03, -0.73, -0.08, -0.03, -0.65, 0.90, -0.46, -0.73, -0.04, -0.04, -0.08, -0.51, -0.73, -0.04, -0.04, -0.07, 0.08, 0.07, 0.09, 0.08, 0.08, 0.06, 0.08, 0.08, 0.06, 0.08, 0.08, 0.08, 0.07, 0.08, 0.07, 0.08, 0.06, 0.08, 0.07, 0.09, 0.08, 0.08, 0.08, 0.08, 0.05, 0.08, 0.08, -0.31, -0.20, -0.21, -0.18, -0.06, -0.13, -0.14, -0.11, -0.03, -0.19, -0.03, -0.09, -0.12, -0.11, -0.06, 0.10, 0.09, 0.08, 0.09, 0.08, 0.09, 0.08, 0.09, 0.09, 0.11, -0.27, 0.74, -0.23, -0.26, 0.83, -0.30, -0.11, -0.10, -0.12, -0.10, -0.11, -0.29, -0.13, -0.09, -0.10, -0.09, -0.12, 0.01, 0.01, 0.00, 0.02, 0.02, 0.01, 0.02, 0.00, -0.06, 0.09, 0.09, 0.09, 0.09, 0.06, 0.08, 0.10, 0.09, 0.10, 0.06, -0.23, -0.10, -0.26, -0.26, 0.02, 0.02, 0.00, -0.01, 0.01, 0.00, 0.01, 0.01, 0.01, 0.00]
}